{
  "formula": "C4H5N3",
  "method": "ωB97M-V/def2-TZVPD",
  "symbols": ["N", "C", "C", "C", "N", "H", "H", "C", "N", "H", "H", "H"],
  "coordinates": [[2.1852, -0.8009, -2.0077], [1.8623, -0.3384, -0.9927], [1.4652, 0.1643, 0.2828], [1.3769, 1.4486, 0.5546], [1.3182, 2.6212, 0.8866], [1.1905, -0.5242, 1.0736], [0.4134, 3.0139, 0.6346], [-2.2206, -0.9697, 0.1411], [-1.0164, -1.3575, 0.1812], [-2.8140, -0.9415, -0.7748], [-2.7312, -0.6562, 1.0584], [-0.7155, -1.6283, -0.7613]],
  "relative_energy_kj_mol": 302.9,
  "homo_lumo_gap_ev": 10.20,
  "smiles": "N#CC=C=N.C=N",
  "e_lumo_ev": 0.592
}